[1]
ORCA calculation (wB97M-V/def2-TZVPD) on a molecular structure, C34H53O9P3PdSSi.

The HOMO energy is 0.40 eV. Its multiplicity is 1. As for the HOMO-LUMO gap: 3.433 eV. The lowest unoccupied orbital energy comes out at 0.1409 hartree. The value obtained for the relative energy (zero: lowest compared OMol25 entry of this formula, charge and spin) is 0.000 eV. Its net charge is -2.

The geometry in XYZ format:
```
102
C34H53O9P3PdSSi wB97M-V/def2-TZVPD
P 1.79 -1.33 1.41
C -1.55 5.22 -2.11
C -4.35 0.61 4.14
C -5.25 2.89 -0.65
H -5.77 3.15 -1.58
Si -2.15 -2.31 0.71
C 2.89 -4.71 -0.68
C 1.79 -3.24 -2.23
C -0.66 5.60 3.53
H 0.92 -2.25 6.15
H -3.19 1.67 5.57
H 3.21 -3.91 1.28
C -3.42 1.75 4.50
H -1.35 5.46 4.36
H -2.20 -4.68 -0.22
H -4.85 4.02 1.18
O -2.14 1.58 3.88
H -0.10 -4.50 5.78
O 0.50 -0.66 -2.97
H -2.35 -0.88 2.81
H -1.21 5.84 -1.28
H 0.69 4.11 -0.96
H 3.63 0.40 0.26
C -1.26 3.76 -1.82
H 0.71 3.56 -2.65
C 4.18 0.01 1.11
C 6.17 -0.04 2.46
C 3.56 -0.94 1.93
H 2.35 -5.25 -2.69
O -1.92 3.45 -0.56
O -0.22 1.41 2.28
O -1.49 3.63 2.49
H 0.22 6.12 3.89
O 1.52 0.44 -1.03
H -7.11 2.38 0.31
H 0.24 5.08 1.00
H 0.58 -4.06 1.57
C 0.70 -3.69 2.58
C 4.29 -1.43 3.02
C -3.85 -1.73 -0.03
H -1.14 6.22 2.77
C 2.82 -3.72 0.28
C 0.21 3.44 -1.68
H -4.06 -2.29 -0.95
H -3.89 -0.68 -0.31
H -6.29 1.01 -0.47
P -2.61 2.01 -0.49
C -4.98 4.18 0.10
H 0.36 2.40 -1.37
H -3.69 2.34 1.61
H -5.70 1.64 1.06
H -1.69 3.13 -2.60
C -6.14 1.92 0.11
H -3.09 0.68 1.33
C 1.32 -2.46 2.78
C 2.33 -4.48 -1.93
H -4.86 3.25 4.99
H -1.80 -2.48 3.22
H -0.28 -5.37 3.46
S 1.64 -0.57 -2.08
H 5.92 1.17 0.70
H 6.11 -1.38 4.14
H -4.09 4.68 -0.27
H 1.39 -3.03 -3.21
H 1.63 4.79 2.06
C 0.88 -2.68 5.15
H -1.89 -4.70 1.51
O -4.08 2.22 -1.11
H -4.73 0.71 3.12
H 0.20 3.63 3.68
C 5.58 -0.98 3.28
H -3.52 -2.22 2.86
H -2.62 5.39 -2.25
H 3.35 -5.66 -0.45
C 2.22 -2.48 0.03
C 0.30 -3.93 4.94
O -1.93 0.94 -1.19
C 0.21 -4.42 3.65
H 0.83 3.42 1.27
C 5.47 0.44 1.36
C 0.66 4.39 1.73
H -1.03 5.54 -3.01
C -0.27 4.26 2.92
C -2.50 -1.94 2.58
Pd -0.19 -1.34 -0.20
O 2.92 -0.49 -2.78
H -3.83 -0.34 4.20
H -4.66 -1.95 0.68
H -5.83 4.86 -0.02
C 1.75 -2.22 -1.27
C -4.04 3.13 4.28
H -3.54 -4.42 0.92
H 7.18 0.31 2.66
C -2.48 -4.21 0.72
C 1.37 -1.96 4.08
H 3.85 -2.18 3.67
H -4.45 3.24 3.27
H -5.21 0.60 4.81
H 1.78 -0.97 4.25
P -1.53 2.02 2.47
H -3.31 3.92 4.44
C -2.84 1.74 1.27
```

Löwdin population analysis, charges in e, atoms 1 to 2:
1. P 1.03
2. C -0.05

=====

[2]
ORCA calculation (wB97M-V/def2-TZVPD) on 2 unconnected molecules or ions with the total composition C3H9N2O3.

The HOMO energy is -15.80 eV. Its multiplicity is 1. As for the HOMO-LUMO gap: 10.882 eV. The lowest unoccupied orbital energy comes out at -0.1807 hartree. The value obtained for the relative energy (zero: lowest compared OMol25 entry of this formula, charge and spin) is 6.765 eV. Its net charge is +1.

The geometry in XYZ format:
```
17
C3H9N2O3 wB97M-V/def2-TZVPD
O -0.90 -0.55 1.88
H -1.63 -0.99 -1.20
O -1.13 0.25 3.93
H 1.75 -0.66 0.20
N -0.42 0.13 2.72
H -1.99 -0.33 3.87
C -0.56 -0.83 -1.09
N -0.07 0.37 -0.51
H 0.02 -1.26 -1.85
C -0.58 1.54 -0.37
C 1.35 0.20 -0.29
H -1.63 1.68 -0.75
O 0.53 0.81 2.64
H -0.01 2.30 0.08
H 1.78 1.05 0.09
H 1.82 0.18 -1.37
H -0.40 -1.58 -0.21
```

natural (NBO) population analysis, charges in e, atoms 1 to 2:
1. O -0.41
2. H 0.26

=====

[3]
ORCA calculation (wB97M-V/def2-TZVPD) on 3 unconnected molecules or ions with the total composition C4H13N2O4.

The HOMO energy is -4.87 eV. Its multiplicity is 1. As for the HOMO-LUMO gap: 8.510 eV. The lowest unoccupied orbital energy comes out at 0.1339 hartree. The value obtained for the relative energy (zero: lowest compared OMol25 entry of this formula, charge and spin) is 0.808 eV. Its net charge is -1.

The geometry in XYZ format:
```
23
C4H13N2O4 wB97M-V/def2-TZVPD
H 0.46 -0.51 4.30
H -0.23 -1.46 1.02
H 0.26 1.48 -3.13
H -2.34 0.40 0.34
H 0.88 -1.35 2.98
O 1.51 -1.65 -2.72
O -0.98 1.25 -1.54
H -1.27 0.58 3.24
H 1.53 0.90 -2.59
H -1.87 -1.41 1.75
C -0.55 0.06 2.57
H 0.10 2.06 1.57
C 0.46 1.17 2.08
H 1.10 0.72 1.32
O 0.59 -0.14 -0.73
N -1.50 -0.13 0.18
H 1.94 -1.96 -1.92
O 0.97 0.88 -3.39
C -1.02 -0.79 1.38
N 0.09 -0.92 3.44
C -0.56 0.41 -0.73
H 1.06 1.38 2.95
H 1.29 -0.71 -2.61
```

natural (NBO) population analysis, charges in e, atoms 1 to 2:
1. H 0.34
2. H 0.22

=====

[4]
ORCA calculation (wB97M-V/def2-TZVPD) on a molecular structure, C5H8N.

The HOMO energy (spin up / spin down) is -13.46 / -13.85 eV. Its multiplicity is 1. As for the HOMO-LUMO gap (spin up / spin down): 7.720 / 8.871 eV. The lowest unoccupied orbital energy (spin up / spin down) comes out at -0.2109 / -0.1830 hartree. The value obtained for the relative energy (zero: lowest compared OMol25 entry of this formula, charge and spin) is 6.413 eV. Its net charge is +1.

The geometry in XYZ format:
```
14
C5H8N wB97M-V/def2-TZVPD
H -0.38 2.55 0.97
C 1.20 -2.12 -1.34
H -1.48 1.64 1.98
C -0.33 0.32 -0.82
H -1.26 0.28 -1.39
H 1.76 -0.01 -0.83
H -2.10 1.86 0.46
H 1.96 -2.04 -2.04
H 0.77 -2.89 -0.77
C 0.81 -0.70 -0.65
H 0.81 -0.67 1.81
C -1.08 1.71 0.98
N -0.44 0.59 0.48
C 0.52 -0.37 0.81
```

natural (NBO) population analysis, charges in e, atoms 1 to 2:
1. H 0.26
2. C -0.19

=====

[5]
ORCA calculation (wB97M-V/def2-TZVPD) on a molecular structure, C12H36BCaF4O6.

The HOMO energy is -11.26 eV. Its multiplicity is 1. As for the HOMO-LUMO gap: 6.222 eV. The lowest unoccupied orbital energy comes out at -0.1850 hartree. The value obtained for the relative energy (zero: lowest compared OMol25 entry of this formula, charge and spin) is 3.540 eV. Its net charge is +1.

The geometry in XYZ format:
```
60
C12H36BCaF4O6 wB97M-V/def2-TZVPD
O -25.59 10.05 7.43
H -22.67 3.92 7.17
H -28.50 6.76 11.04
H -21.51 2.24 11.22
Ca -23.69 8.83 6.86
O -21.87 3.98 9.05
F -22.44 7.74 10.26
C -26.54 7.20 11.82
H -27.34 7.32 9.84
H -17.93 6.45 9.79
H -26.43 9.79 7.81
H -26.15 6.19 11.65
H -22.51 1.23 8.64
H -26.34 7.40 5.73
H -26.49 11.49 6.27
C -25.66 11.44 6.98
H -20.89 8.51 9.68
H -22.51 4.70 9.11
C -18.94 6.78 9.54
H -23.62 1.36 11.34
H -28.22 8.39 11.08
O -25.45 7.33 6.08
C -18.98 8.32 9.57
C -25.85 12.41 8.14
H -24.80 7.92 11.18
F -22.66 6.81 8.18
H -26.82 12.27 8.60
C -23.03 2.07 8.21
O -25.54 8.21 11.71
H -25.50 5.13 7.59
H -19.65 6.47 10.31
H -21.23 2.91 7.37
H -26.01 13.36 7.61
H -26.44 4.74 6.12
H -18.86 8.63 10.62
H -23.44 1.63 7.28
H -23.64 3.59 13.28
H -23.76 6.15 5.80
C -27.67 7.46 10.86
H -24.71 3.42 11.94
F -24.36 8.04 8.98
C -23.66 3.34 12.21
H -25.14 5.90 4.68
C -24.84 6.05 5.72
H -24.81 11.72 6.35
H -24.94 12.48 8.72
H -24.89 3.99 6.33
H -23.91 2.41 8.76
H -23.06 4.05 11.65
C -23.14 1.89 12.18
C -22.14 3.24 7.87
H -19.15 6.32 8.58
O -20.21 8.83 9.08
B -23.34 7.15 9.37
H -18.12 8.77 9.07
C -25.45 4.91 6.53
F -24.00 6.11 10.04
O -21.73 1.87 12.09
H -26.85 7.26 12.86
H -23.49 1.31 13.03
```

natural (NBO) population analysis, charges in e, atoms 1 to 2:
1. O -0.85
2. H 0.13

=====

[6]
ORCA calculation (wB97M-V/def2-TZVPD) on a molecular structure, CH3NOP2S.

The HOMO energy (spin up / spin down) is -6.98 / -8.99 eV. Its multiplicity is 3. As for the HOMO-LUMO gap (spin up / spin down): 7.059 / 6.103 eV. The lowest unoccupied orbital energy (spin up / spin down) comes out at 0.0030 / -0.1060 hartree. The value obtained for the relative energy (zero: lowest compared OMol25 entry of this formula, charge and spin) is 1.488 eV. The expectation value of S² is 2.01. Its net charge is 0.

The geometry in XYZ format:
```
9
CH3NOP2S wB97M-V/def2-TZVPD
P -2.47 1.20 -0.54
H 1.69 -0.50 -1.50
O -0.20 -1.68 -0.69
H -1.19 1.98 -0.99
S -1.58 -0.31 0.37
P 1.23 -1.31 -0.38
N -0.24 0.28 1.21
H 1.82 0.37 1.62
C 0.94 -0.04 0.90
```

natural (NBO) population analysis, charges in e, atoms 1 to 2:
1. P 0.14
2. H -0.07

=====

[7]
ORCA calculation (wB97M-V/def2-TZVPD) on 2 unconnected molecules or ions with the total composition C5H14.

The HOMO energy is -11.06 eV. Its multiplicity is 1. As for the HOMO-LUMO gap: 12.200 eV. The lowest unoccupied orbital energy comes out at 0.0418 hartree. The value obtained for the relative energy (zero: lowest compared OMol25 entry of this formula, charge and spin) is 0.874 eV. Its SMILES is CCC.CC. Its net charge is 0.

The geometry in XYZ format:
```
19
C5H14 wB97M-V/def2-TZVPD
H 2.39 3.21 -1.29
H 0.16 -3.25 0.23
H 0.09 2.52 0.60
C 0.78 2.21 -0.20
H 2.92 2.08 -0.01
C -0.78 -2.93 0.68
H -1.87 -1.20 1.31
H -0.37 -0.29 -1.20
C 2.16 2.79 -0.32
H -0.17 -1.06 1.23
C -1.21 -0.79 -0.74
C -1.03 -1.39 0.63
H -1.40 -1.68 -1.35
H -1.60 -3.43 0.16
H 0.76 1.17 0.16
H -0.92 -3.20 1.72
H 2.31 3.56 0.45
H -2.13 -0.21 -0.81
H 0.08 2.23 -1.04
```

natural (NBO) population analysis, charges in e, atoms 1 to 2:
1. H 0.21
2. H 0.20

=====

[8]
ORCA calculation (wB97M-V/def2-TZVPD) on a single C20H21N3O5 molecule.

The HOMO energy is -9.30 eV. Its multiplicity is 1. As for the HOMO-LUMO gap: 9.335 eV. The lowest unoccupied orbital energy comes out at 0.0014 hartree. The value obtained for the relative energy (zero: lowest compared OMol25 entry of this formula, charge and spin) is 0.070 eV. Its SMILES is C[C@@H](C(=O)OCc1nnc(-c2ccccc2)o1)N1C(=O)[C@H]2CCCC[C@H]2C1=O. Its net charge is 0.

The geometry in XYZ format:
```
49
C20H21N3O5 wB97M-V/def2-TZVPD
N -0.54 -3.17 1.14
C 2.55 0.64 1.07
H -0.61 2.33 -1.47
C 3.37 -1.66 -0.75
C -1.11 1.46 1.87
H -4.07 -1.51 1.48
H -0.48 0.73 -0.77
C -1.89 -1.92 0.06
C 0.05 -2.75 0.07
H 0.10 -0.21 1.22
C 5.25 -0.04 -0.35
C -4.10 -0.99 0.53
C -4.11 0.33 -1.91
H 1.60 2.31 2.02
C -5.18 -0.20 0.18
C -5.19 0.46 -1.04
H 5.61 0.96 -0.57
O 2.12 1.61 -2.22
H -2.40 1.96 0.20
H 5.25 -0.19 0.73
H 5.90 -0.78 -0.81
C -3.02 -1.12 -0.34
C -1.39 2.18 0.54
H -1.33 3.26 0.69
H -6.03 1.07 -1.32
H -1.07 2.19 2.68
C -0.40 1.79 -0.55
O 2.05 -1.70 -0.50
O -0.75 -1.96 -0.67
H 1.51 -3.53 -1.30
O 4.06 -2.63 -0.89
H -6.02 -0.10 0.85
C 1.03 2.12 -0.09
H 3.81 0.03 -1.97
H 1.98 -3.56 0.43
C 1.35 1.53 1.29
H -4.12 0.84 -2.86
C 0.20 0.68 1.84
C 3.83 -0.21 -0.90
H -1.92 0.76 2.10
C 1.46 -2.99 -0.34
H -2.20 -0.57 -2.24
N 2.87 0.68 -0.28
C -3.03 -0.46 -1.57
H 0.46 0.33 2.84
N -1.78 -2.64 1.14
O 3.13 -0.02 1.89
C 2.04 1.48 -1.03
H 1.17 3.20 -0.11
```

natural (NBO) population analysis, charges in e, atoms 1 to 2:
1. N -0.26
2. C 0.74

=====

> Look up the multiplicity of the sixth one.

3

=====

> The lowest relative energy (zero: lowest compared OMol25 entry of this formula, charge and spin) belongs to which entry?

C34H53O9P3PdSSi